(1)
{"formula": "C53H51N9P3S2Sn", "method": "the ωB97M-V functional and the def2-TZVPD basis", "spin_multiplicity": 1, "homo_energy_ev": -9.06, "largest_force_ev_per_a": 1.485, "de_lowest_ev": 1.206, "charge": 1, "species": ["Sn", "C", "C", "N", "N", "C", "N", "S", "C", "C", "C", "C", "C", "N", "H", "H", "H", "H", "H", "H", "H", "H", "H", "N", "P", "C", "C", "C", "C", "C", "C", "C", "C", "C", "C", "C", "C", "P", "C", "C", "C", "C", "C", "C", "C", "C", "C", "C", "C", "C", "H", "H", "H", "H", "H", "H", "H", "H", "H", "H", "H", "H", "H", "H", "H", "H", "H", "H", "H", "H", "H", "C", "C", "N", "N", "C", "S", "N", "N", "H", "H", "H", "H", "H", "H", "C", "C", "C", "C", "C", "C", "P", "C", "C", "C", "C", "C", "C", "C", "C", "C", "C", "C", "C", "H", "H", "H", "H", "H", "H", "H", "H", "H", "H", "H", "H", "H", "H", "H"], "positions_angstrom": [[0.425, -0.502, 0.895], [4.975, -0.861, 2.479], [3.611, -0.404, 2.072], [2.611, -1.207, 1.907], [2.820, -2.508, 2.139], [1.810, -3.314, 2.103], [2.035, -4.620, 2.297], [0.153, -2.884, 1.812], [3.360, 1.017, 1.907], [4.350, 1.982, 2.110], [4.033, 3.319, 1.969], [2.736, 3.672, 1.626], [1.814, 2.654, 1.462], [2.112, 1.377, 1.596], [4.990, -1.945, 2.536], [5.225, -0.456, 3.459], [5.720, -0.523, 1.760], [2.943, -4.925, 2.603], [1.250, -5.243, 2.389], [5.348, 1.698, 2.397], [4.786, 4.074, 2.136], [2.441, 4.700, 1.509], [0.786, 2.862, 1.209], [-1.804, 2.114, 1.441], [-0.997, 1.212, 2.637], [-0.892, 2.448, 3.983], [-2.023, 3.143, 4.402], [-1.940, 4.007, 5.476], [-0.734, 4.187, 6.134], [0.391, 3.490, 5.724], [0.311, 2.617, 4.655], [-2.185, 0.102, 3.451], [-3.568, 0.147, 3.354], [-4.326, -0.763, 4.069], [-3.712, -1.719, 4.860], [-2.330, -1.773, 4.947], [-1.572, -0.861, 4.244], [-1.767, 1.593, -0.207], [-3.426, 2.226, -0.670], [-3.803, 3.545, -0.430], [-5.075, 3.968, -0.770], [-5.986, 3.086, -1.332], [-5.614, 1.774, -1.572], [-4.334, 1.353, -1.253], [-0.740, 2.891, -0.993], [-0.218, 2.550, -2.236], [0.658, 3.397, -2.888], [1.017, 4.601, -2.304], [0.483, 4.953, -1.075], [-0.391, 4.105, -0.417], [-2.732, 2.417, 1.729], [-2.970, 2.992, 3.902], [-2.814, 4.544, 5.811], [-0.675, 4.865, 6.971], [1.327, 3.636, 6.242], [1.178, 2.050, 4.339], [-4.058, 0.860, 2.703], [-5.403, -0.731, 4.003], [-4.310, -2.432, 5.405], [-1.846, -2.525, 5.550], [-0.488, -0.888, 4.284], [-3.104, 4.245, 0.007], [-5.362, 4.995, -0.598], [-6.982, 3.423, -1.582], [-6.320, 1.083, -2.009], [-4.030, 0.337, -1.454], [-0.497, 1.604, -2.688], [1.070, 3.109, -3.843], [1.709, 5.262, -2.806], [0.746, 5.899, -0.623], [-0.786, 4.372, 0.554], [-3.112, -4.508, -3.248], [-3.520, -3.521, -2.231], [-4.697, -3.009, -2.056], [-4.575, -2.148, -1.024], [-3.315, -2.127, -0.530], [-2.735, -1.199, 0.717], [-2.636, -3.022, -1.307], [-1.289, -3.312, -1.217], [-3.928, -4.663, -3.945], [-2.862, -5.457, -2.775], [-2.230, -4.147, -3.774], [-5.370, -1.654, -0.656], [-1.149, -4.319, -1.152], [-0.931, -2.893, -0.353], [5.058, 1.106, -2.274], [3.886, 1.626, -1.750], [2.768, 0.822, -1.630], [2.813, -0.515, -2.008], [3.993, -1.031, -2.534], [5.104, -0.220, -2.675], [1.276, -1.491, -1.821], [0.526, -1.215, -3.468], [-0.848, -1.024, -3.557], [-1.453, -0.892, -4.796], [-0.685, -0.934, -5.950], [0.690, -1.079, -5.861], [1.296, -1.219, -4.627], [1.950, -3.177, -1.973], [2.900, -3.573, -1.035], [3.441, -4.844, -1.082], [3.028, -5.736, -2.060], [2.069, -5.353, -2.984], [1.525, -4.080, -2.939], [5.932, 1.731, -2.375], [3.842, 2.660, -1.442], [1.841, 1.236, -1.256], [4.048, -2.068, -2.833], [6.006, -0.626, -3.109], [-1.439, -0.987, -2.650], [-2.525, -0.763, -4.865], [-1.157, -0.858, -6.918], [1.292, -1.092, -6.759], [2.367, -1.339, -4.563], [3.226, -2.872, -0.280], [4.189, -5.135, -0.360], [3.450, -6.728, -2.102], [1.747, -6.047, -3.746], [0.784, -3.782, -3.667]], "forces_ev_per_a": [[0.6, 0.1, -0.1], [-0.1, -0.2, 0.0], [0.0, -1.0, 0.1], [-0.5, 0.8, -0.1], [1.2, -0.8, 0.3], [-0.5, 0.5, -0.2], [0.0, -0.5, 0.1], [-0.5, -0.1, 0.2], [0.0, 1.0, -0.1], [-0.1, -0.3, 0.0], [-0.3, 0.1, -0.1], [0.2, -0.1, 0.1], [-0.1, 0.2, -0.1], [0.2, -0.3, 0.2], [0.1, 0.1, 0.0], [0.1, 0.1, 0.0], [0.1, 0.1, 0.0], [0.1, 0.0, 0.0], [0.1, 0.1, 0.0], [0.1, -0.1, 0.0], [0.1, 0.1, 0.0], [-0.1, 0.1, 0.0], [0.0, 0.1, 0.0], [-0.3, -0.5, 0.4], [-0.6, 0.5, 1.0], [0.3, -0.2, -0.1], [0.1, 0.0, -0.1], [-0.2, 0.1, 0.0], [0.1, -0.1, 0.0], [0.0, 0.2, 0.2], [0.0, -0.1, -0.2], [0.2, 0.0, -0.2], [0.1, 0.0, 0.1], [-0.1, 0.1, 0.0], [0.0, -0.1, 0.1], [0.0, -0.1, 0.1], [0.1, 0.1, -0.1], [-0.2, 0.7, -0.9], [0.1, -0.1, 0.1], [-0.1, -0.1, -0.1], [-0.1, 0.2, 0.1], [0.0, 0.0, 0.0], [-0.1, 0.0, -0.1], [0.1, -0.1, 0.0], [-0.1, -0.1, 0.1], [-0.1, 0.0, 0.1], [0.1, 0.1, -0.2], [0.0, 0.0, 0.0], [0.0, 0.2, 0.1], [0.0, 0.0, -0.1], [0.2, 0.3, -0.1], [-0.1, 0.0, 0.0], [-0.1, 0.0, 0.0], [0.0, 0.1, 0.1], [0.1, 0.0, 0.1], [0.1, 0.0, 0.0], [0.0, 0.1, 0.0], [-0.1, 0.0, 0.0], [-0.1, -0.1, 0.1], [0.0, -0.1, 0.1], [0.0, -0.1, 0.1], [0.0, 0.1, 0.0], [0.0, 0.1, 0.0], [0.0, 0.0, 0.0], [0.0, 0.0, -0.1], [0.0, -0.1, 0.0], [0.1, -0.1, 0.0], [0.0, 0.0, -0.1], [0.0, 0.1, 0.0], [0.1, 0.1, 0.0], [0.0, 0.0, 0.1], [-0.1, 0.0, 0.0], [0.0, 0.1, 0.0], [-0.4, -0.5, -0.7], [1.0, -0.2, 0.1], [0.0, 0.0, 0.0], [0.0, -0.4, 0.5], [-1.2, 0.3, 0.3], [0.6, 0.0, -0.1], [0.0, 0.0, -0.1], [0.0, -0.1, 0.0], [0.1, 0.0, -0.1], [0.1, 0.0, 0.0], [-0.2, 0.1, 0.1], [-0.2, -0.2, -0.1], [0.0, 0.0, 0.0], [0.1, 0.2, 0.0], [-0.1, -0.1, 0.1], [-0.1, -0.1, 0.1], [0.1, 0.0, 0.0], [0.1, 0.0, 0.0], [0.5, -0.2, -0.8], [-0.1, 0.1, 0.3], [0.0, -0.1, 0.1], [-0.1, 0.0, -0.2], [-0.1, 0.0, 0.0], [0.0, 0.0, -0.1], [-0.1, 0.0, 0.1], [-0.2, 0.0, 0.1], [-0.1, 0.0, -0.1], [0.0, 0.0, 0.0], [0.0, -0.1, 0.0], [0.0, -0.1, 0.0], [0.0, 0.1, 0.0], [0.1, 0.1, 0.0], [0.0, 0.1, 0.0], [0.0, 0.1, 0.1], [0.0, 0.0, 0.0], [0.1, 0.0, 0.0], [-0.1, 0.0, 0.0], [-0.1, 0.0, 0.0], [0.0, 0.1, -0.1], [0.0, 0.0, -0.1], [0.1, 0.0, 0.0], [0.1, 0.0, 0.1], [0.1, 0.0, 0.1], [0.1, -0.1, 0.0], [0.0, -0.1, -0.1], [-0.1, 0.0, -0.1]], "mulliken_charge": [3.479, -2.075, 0.609, 1.418, -1.890, 0.543, -0.342, -0.645, 0.080, -0.874, -1.043, -1.281, -0.292, 1.683, 0.406, 0.438, 0.417, 0.262, 0.223, 0.553, 0.489, 0.592, -0.260, 0.119, -1.485, 1.063, -0.707, -0.774, -0.585, -0.663, -0.138, 1.342, -0.063, -0.631, -0.700, -0.772, -1.033, 0.926, 0.614, -0.429, -0.798, -0.672, -0.645, -0.649, 1.160, -1.121, -0.376, -0.884, -0.631, -0.824, 0.480, 0.309, 0.439, 0.405, 0.453, 0.245, 0.256, 0.466, 0.413, 0.474, 0.373, 0.334, 0.438, 0.399, 0.467, 0.378, 0.304, 0.487, 0.437, 0.500, 0.299, -1.286, 1.173, -1.072, 0.552, -0.639, 0.328, 0.337, -0.207, 0.357, 0.339, 0.225, 0.231, 0.330, -0.850, -0.986, -0.571, 0.218, 0.519, -0.337, -0.907, 1.989, 0.354, -0.087, -1.022, -0.822, -0.865, -0.561, 0.384, -0.810, -0.886, -0.858, -0.639, -0.919, 0.446, 0.568, -0.286, 0.459, 0.464, 0.393, 0.547, 0.412, 0.465, 0.438, 0.846, 0.516, 0.408, 0.466, 0.355]}

(2)
{"formula": "C53H52BrN2O3P2SSiSn", "method": "the ωB97M-V functional and the def2-TZVPD basis", "spin_multiplicity": 2, "homo_energy_ev": [-0.10, -1.03], "largest_force_ev_per_a": 1.615, "de_lowest_ev": 4.265, "charge": -2, "species": ["Sn", "C", "P", "C", "C", "C", "C", "C", "C", "C", "C", "C", "C", "C", "C", "C", "C", "C", "C", "C", "P", "C", "C", "C", "C", "C", "C", "C", "C", "C", "C", "C", "C", "N", "H", "H", "H", "H", "H", "H", "H", "H", "H", "H", "H", "H", "H", "H", "H", "H", "H", "H", "H", "H", "H", "H", "H", "H", "H", "H", "O", "C", "C", "C", "N", "C", "Br", "C", "H", "H", "H", "H", "S", "C", "C", "O", "H", "H", "H", "C", "C", "C", "C", "Si", "O", "C", "C", "C", "C", "C", "C", "C", "C", "C", "C", "C", "C", "H", "H", "H", "H", "H", "H", "H", "H", "H", "H", "H", "H", "H", "H", "H", "H", "H", "H", "H"], "positions_angstrom": [[-0.284, -0.241, 0.033], [2.150, 1.298, 2.727], [2.062, 1.578, 0.915], [3.601, 0.504, 0.418], [3.522, -0.404, -0.627], [4.622, -1.164, -0.986], [5.814, -1.029, -0.297], [5.918, -0.088, 0.715], [4.822, 0.681, 1.057], [2.964, 3.100, 0.478], [3.164, 4.207, 1.296], [3.712, 5.364, 0.776], [4.034, 5.452, -0.572], [3.819, 4.358, -1.400], [3.294, 3.198, -0.877], [1.762, -0.115, 3.021], [2.052, -0.859, 4.147], [1.592, -2.166, 3.891], [1.042, -2.144, 2.625], [0.573, -3.274, 1.770], [1.313, -2.886, 0.120], [0.790, -4.159, -1.076], [1.094, -3.880, -2.405], [0.661, -4.707, -3.421], [-0.076, -5.842, -3.120], [-0.371, -6.134, -1.799], [0.055, -5.298, -0.782], [2.983, -3.607, 0.517], [3.819, -2.893, 1.371], [5.082, -3.356, 1.691], [5.538, -4.561, 1.182], [4.713, -5.290, 0.341], [3.461, -4.809, 0.002], [1.131, -0.887, 2.095], [3.156, 1.493, 3.114], [1.447, 2.016, 3.170], [2.574, -0.523, -1.149], [4.547, -1.888, -1.788], [6.660, -1.657, -0.544], [6.852, 0.044, 1.247], [4.918, 1.434, 1.828], [2.883, 4.156, 2.339], [3.888, 6.218, 1.422], [4.436, 6.372, -0.977], [4.056, 4.417, -2.454], [3.120, 2.336, -1.509], [2.547, -0.514, 5.042], [1.666, -3.013, 4.554], [0.926, -4.237, 2.156], [-0.510, -3.293, 1.652], [1.662, -2.984, -2.628], [0.899, -4.470, -4.451], [-0.427, -6.489, -3.915], [-0.941, -7.023, -1.559], [-0.193, -5.516, 0.246], [3.476, -1.959, 1.781], [5.725, -2.764, 2.327], [6.524, -4.930, 1.436], [5.049, -6.240, -0.058], [2.840, -5.383, -0.672], [-0.965, -0.653, -6.943], [-0.663, -0.371, -5.632], [-0.669, -1.360, -4.632], [-0.369, -0.997, -3.339], [-0.036, 0.238, -2.972], [-0.024, 1.161, -3.937], [0.515, 2.912, -3.442], [-0.336, 0.925, -5.265], [-1.163, -1.595, -7.006], [-0.923, -2.383, -4.869], [-0.398, -1.719, -2.536], [-0.323, 1.715, -5.999], [-0.383, 3.316, -0.056], [0.489, 2.523, 1.022], [-2.214, -2.998, -0.496], [-0.998, -2.363, -0.441], [-3.036, -2.277, -0.580], [-2.397, -3.617, 0.400], [-2.267, -3.682, -1.361], [-5.488, -0.219, 1.269], [-5.354, 1.062, 0.453], [-6.324, 2.099, 1.013], [-5.732, 0.764, -0.994], [-3.510, 1.688, 0.491], [-2.538, 0.667, -0.189], [-3.071, 1.852, 2.343], [-2.479, 0.742, 2.937], [-2.112, 0.737, 4.270], [-2.340, 1.858, 5.052], [-2.913, 2.978, 4.477], [-3.272, 2.970, 3.140], [-3.606, 3.351, -0.452], [-4.165, 4.535, 0.013], [-4.226, 5.670, -0.778], [-3.724, 5.647, -2.067], [-3.165, 4.476, -2.554], [-3.116, 3.351, -1.754], [-6.500, -0.629, 1.192], [-5.273, -0.028, 2.319], [-4.787, -0.967, 0.908], [-7.345, 1.707, 1.036], [-6.320, 2.996, 0.396], [-6.044, 2.379, 2.026], [-6.756, 0.381, -1.069], [-5.055, 0.021, -1.406], [-5.654, 1.665, -1.602], [-2.293, -0.141, 2.330], [-1.632, -0.133, 4.698], [-2.066, 1.860, 6.102], [-3.065, 3.873, 5.071], [-3.695, 3.865, 2.707], [-4.566, 4.589, 1.015], [-4.662, 6.583, -0.385], [-3.768, 6.535, -2.686], [-2.756, 4.451, -3.555], [-2.675, 2.438, -2.124]], "forces_ev_per_a": [[-0.7, 0.4, 0.0], [0.0, 0.0, 0.0], [0.5, 0.3, 0.5], [-0.3, 0.2, 0.2], [-0.2, 0.2, 0.0], [0.1, -0.1, -0.3], [0.2, 0.1, -0.2], [0.2, 0.0, 0.1], [0.0, -0.2, 0.0], [0.1, 0.1, -0.3], [0.0, -0.4, 0.0], [0.2, 0.3, -0.1], [0.0, 0.1, 0.0], [0.1, 0.3, -0.1], [0.0, -0.1, 0.3], [0.1, 0.1, 0.1], [0.1, 0.0, 0.2], [-0.1, -0.3, 0.2], [-0.1, -0.1, 0.3], [-0.2, -0.1, -0.2], [0.6, -0.7, 0.0], [-0.1, 0.1, 0.0], [0.1, 0.0, 0.1], [0.1, -0.1, -0.2], [-0.1, -0.1, -0.1], [-0.1, -0.2, 0.0], [0.1, 0.1, 0.0], [-0.1, 0.1, -0.1], [-0.1, 0.0, 0.2], [0.1, -0.1, 0.2], [0.1, 0.0, 0.0], [0.2, -0.2, -0.1], [-0.2, 0.0, -0.1], [-0.3, -0.1, -0.2], [-0.1, 0.0, 0.0], [0.2, -0.1, -0.1], [0.1, 0.0, 0.0], [0.0, -0.1, 0.0], [0.0, 0.0, 0.0], [0.1, 0.0, 0.0], [0.0, 0.1, 0.1], [-0.1, 0.0, 0.1], [0.0, 0.0, 0.0], [0.0, 0.0, 0.0], [0.0, 0.0, -0.1], [0.0, 0.0, -0.1], [0.1, 0.1, 0.0], [0.0, -0.2, 0.0], [0.0, 0.1, 0.0], [-0.1, -0.1, 0.0], [0.0, 0.0, -0.1], [0.0, 0.0, -0.1], [0.0, 0.0, 0.0], [-0.1, 0.0, 0.0], [-0.1, -0.1, 0.1], [0.0, 0.3, 0.1], [0.0, 0.1, 0.1], [0.0, 0.0, 0.0], [0.0, 0.0, 0.0], [0.0, -0.1, 0.0], [0.1, 0.1, 0.5], [0.0, -0.6, 0.6], [-0.1, 0.4, -0.9], [0.0, 0.0, 0.1], [0.1, 0.9, -0.9], [0.2, -0.5, 0.6], [-0.1, -0.2, 0.0], [-0.1, -0.1, -0.3], [0.0, 0.1, 0.0], [0.0, -0.2, 0.0], [-0.1, -0.2, 0.1], [0.0, 0.1, 0.0], [-0.3, 0.4, -0.1], [-0.7, -0.1, -0.2], [-0.2, 0.0, 0.0], [0.2, 1.0, 0.0], [-0.2, 0.0, 0.0], [-0.1, -0.1, 0.1], [-0.1, 0.0, 0.0], [0.2, 0.1, 0.0], [0.0, 0.1, 0.0], [0.2, 0.0, -0.1], [0.2, 0.1, 0.0], [-0.7, 0.5, 0.5], [1.0, -1.2, -0.4], [-0.1, 0.1, -0.6], [0.1, -0.2, -0.1], [0.1, -0.1, 0.2], [0.0, 0.0, 0.1], [0.0, 0.2, 0.2], [-0.1, 0.1, 0.0], [-0.1, -0.3, 0.4], [-0.1, 0.0, 0.2], [-0.1, 0.3, 0.0], [0.0, 0.1, -0.1], [0.0, 0.1, -0.2], [0.0, -0.1, -0.2], [-0.1, 0.0, 0.0], [0.0, -0.1, 0.2], [0.1, -0.2, 0.0], [-0.1, -0.1, 0.0], [-0.1, 0.2, 0.0], [0.0, 0.1, 0.2], [-0.1, 0.0, 0.0], [0.1, -0.1, -0.2], [0.0, 0.1, -0.2], [0.0, 0.0, 0.1], [0.1, -0.1, 0.0], [0.0, 0.0, 0.0], [0.0, 0.0, 0.0], [0.0, 0.1, 0.0], [-0.1, 0.0, 0.1], [0.0, 0.0, 0.0], [0.0, 0.0, 0.0], [0.0, 0.0, -0.1], [0.2, -0.1, -0.1]], "lowdin_spin": [0.038, 0.005, 0.052, -0.001, 0.000, 0.001, 0.000, 0.000, -0.001, 0.032, 0.010, 0.002, 0.017, 0.003, 0.014, 0.003, 0.000, 0.001, 0.000, 0.000, 0.005, 0.000, 0.000, 0.000, 0.000, 0.000, 0.000, 0.001, 0.000, 0.000, 0.000, 0.000, 0.000, 0.001, 0.000, 0.002, 0.000, 0.000, 0.000, 0.000, 0.000, 0.000, 0.000, 0.001, 0.000, 0.001, 0.000, 0.000, 0.000, 0.000, 0.000, 0.000, 0.000, 0.000, 0.000, 0.000, 0.000, 0.000, 0.000, 0.000, 0.000, 0.000, 0.000, 0.002, 0.005, 0.003, 0.011, 0.000, 0.000, 0.000, 0.001, 0.000, 0.320, 0.418, 0.001, 0.014, 0.000, 0.000, 0.000, 0.000, 0.000, 0.000, 0.000, 0.004, -0.001, 0.003, 0.002, 0.001, 0.000, 0.001, 0.000, 0.006, 0.005, 0.001, 0.005, 0.001, 0.005, 0.000, 0.000, 0.000, 0.000, 0.000, 0.000, 0.000, 0.000, 0.000, 0.000, 0.000, 0.000, 0.000, 0.000, 0.000, 0.000, 0.000, 0.000, 0.001]}